{
  "formula": "C20H38ILaO2P2",
  "method": "ωB97M-V with the def2-TZVPD basis set",
  "elements": ["C", "I", "H", "H", "H", "La", "P", "C", "C", "H", "H", "H", "H", "H", "H", "C", "H", "H", "H", "P", "C", "C", "H", "H", "H", "C", "H", "H", "H", "H", "H", "H", "C", "O", "C", "C", "C", "C", "C", "C", "C", "C", "C", "C", "C", "C", "O", "H", "H", "H", "H", "H", "H", "H", "H", "H", "H", "H", "H", "H", "H", "H", "H", "H"],
  "coordinates": [[3.618563, -1.535643, 0.618523], [-1.125590, -1.114351, -1.141512], [4.117717, -2.259996, -0.033984], [3.571573, -1.892734, 1.637383], [4.103661, -0.573888, 0.576217], [1.625115, -1.468513, -0.277583], [0.896412, -3.403760, 0.946364], [0.109896, -3.075267, 2.527874], [-0.302988, -4.332350, -0.017819], [-0.327094, -5.354353, 0.369048], [1.818221, -5.487794, 1.634704], [-0.017103, -4.332575, -1.079050], [2.786257, -4.747768, 0.323100], [-0.766026, -2.432209, 2.371051], [-1.285898, -3.860941, 0.073575], [2.241946, -4.553907, 1.258104], [-0.204276, -4.020561, 2.978901], [2.947419, -4.149620, 1.992146], [0.799716, -2.558162, 3.208651], [2.223782, 0.496494, -1.645210], [1.839902, 2.104122, -0.888318], [3.936048, 0.524928, -2.097574], [1.221695, -0.576558, -3.555982], [1.821041, 1.084872, -3.896167], [0.272993, 0.827365, -3.016796], [1.287458, 0.452953, -3.180243], [4.231740, -0.459717, -2.476209], [4.058855, 1.274312, -2.881486], [2.095844, 2.880370, -1.577179], [2.388443, 2.216692, 0.052833], [4.565250, 0.779618, -1.242112], [0.773939, 2.157072, -0.655310], [1.131380, -0.240482, 1.349055], [0.847373, 0.447443, 2.167759], [-2.840529, -1.520323, 1.711065], [-2.150365, -0.287467, 2.354332], [-1.321420, -0.412294, 3.651978], [-1.870690, 0.888025, 1.313456], [-3.005423, 1.701064, 1.477089], [-3.394809, 2.757869, 0.685270], [-2.591482, 3.027357, -0.405662], [-1.416488, 2.355162, -0.698021], [-0.933941, 2.988261, -2.054820], [-1.881041, 2.640124, -3.218969], [-0.670848, 4.512076, -1.973574], [-0.903952, 1.237093, 0.196173], [0.481477, 0.480710, -0.296003], [-3.698010, -1.191900, 1.095801], [-2.226519, -2.121177, 1.031039], [-3.224201, -2.210102, 2.481485], [-3.063042, -0.039453, 2.943068], [-0.288714, -0.744647, 3.584587], [-1.307075, 0.564408, 4.168794], [-1.810732, -1.140052, 4.328275], [-3.796340, 1.588364, 2.228753], [-4.288367, 3.302396, 0.854825], [-3.027523, 3.823069, -1.000356], [0.037561, 2.638215, -2.414352], [-2.893540, 3.051346, -3.075350], [-1.483401, 3.044003, -4.169475], [-1.963944, 1.545499, -3.323473], [0.062394, 4.728270, -1.179130], [-0.254958, 4.872668, -2.933409], [-1.577343, 5.106339, -1.786154]],
  "atomic_forces_ev_per_a": [[2.7468, 0.2814, 1.8733], [-3.2919, -1.3822, -2.1238], [0.2373, -0.0850, -0.0107], [0.6367, -0.1154, 0.4707], [0.7179, 0.2459, 0.2889], [1.1749, -4.3107, -9.8591], [-2.4097, -5.8641, 4.4457], [-0.1637, 0.1982, 0.4198], [-0.2406, -0.1486, -0.4783], [-0.0685, -0.0008, -0.1407], [0.0743, -0.0193, -0.0503], [-0.1630, -0.2200, 0.2042], [-0.0647, -0.1215, 0.2632], [0.3405, -0.3600, 0.0802], [0.1721, -0.2015, -0.0085], [0.6003, -0.1411, -0.1171], [-0.0125, 0.0282, 0.0224], [-0.1547, -0.0645, -0.1511], [-0.1205, -0.2394, -0.1807], [0.9538, 6.2909, -2.9548], [0.9202, 0.8614, 0.1635], [0.8237, -0.4123, -0.2253], [0.0204, 0.2931, -0.2072], [-0.0615, -0.0975, -0.0457], [0.2830, -0.1648, -0.0476], [-0.2241, -0.5659, -0.2871], [0.1930, 0.2062, -0.0816], [0.1449, -0.0088, -0.0679], [0.6718, 0.7588, -0.3995], [0.1352, 0.1032, -0.1942], [-0.0609, -0.0238, -0.1022], [1.3998, 0.8847, -0.4657], [-0.5387, 2.3485, 5.4775], [-0.3163, 2.2085, 2.6011], [0.4528, -0.7057, -0.4091], [-0.7679, -0.3307, 0.7433], [0.6569, -0.4294, 0.2941], [0.4032, -0.2744, -0.0625], [-0.9517, 1.2275, -0.1605], [2.0487, -0.8593, -0.9258], [-1.3416, 0.2020, 1.2568], [1.4605, -1.0130, 0.0516], [1.0022, -0.1835, -0.6161], [-0.2112, -0.0781, -0.0113], [-0.0494, 0.1006, 0.1383], [-2.6767, 2.0165, -0.4483], [-5.9405, 0.1992, 2.1426], [0.3458, 0.0025, 0.3609], [-0.1625, 0.0474, 0.3389], [0.1185, 0.4060, -0.1035], [0.5010, 1.0065, -1.0486], [-0.1361, 0.1217, 0.0114], [-0.0464, -0.4187, -0.2944], [0.0074, 0.4002, -0.3452], [0.9954, -0.9252, 0.2273], [-0.6325, 0.3478, 0.2385], [0.8216, -0.1412, -0.5601], [-0.2128, -0.3600, 0.4692], [0.3775, -0.2002, -0.0785], [-0.1553, -0.1458, 0.4953], [-0.1165, 0.3103, -0.0217], [-0.2882, 0.0322, -0.2411], [-0.1643, -0.2807, 0.4263], [0.3071, -0.2361, 0.0206]],
  "lowdin_charge": [-0.36, 1.09, 0.02, 0.00, 0.00, 1.13, 0.63, -0.20, -0.26, 0.08, 0.08, 0.06, 0.07, 0.01, 0.02, -0.22, 0.09, 0.07, 0.08, 0.74, -0.17, -0.21, 0.06, 0.09, 0.01, -0.21, 0.07, 0.08, 0.08, 0.09, 0.07, 0.02, -0.36, 0.22, -0.13, -0.35, -0.08, -0.10, -0.05, -0.01, -0.05, -0.10, -0.41, -0.05, -0.05, -0.14, -0.89, 0.10, -0.06, 0.10, 0.12, 0.02, 0.11, 0.11, 0.14, 0.12, 0.12, 0.07, 0.09, 0.10, 0.07, 0.09, 0.10, 0.08],
  "total_charge": 2,
  "homo_lumo_gap_ev": [5.8, 5.0],
  "e_homo_ev": [-13.8, -13.9]
}



{
  "formula": "C20H39Br2N5O2",
  "method": "ωB97M-V with the def2-TZVPD basis set",
  "elements": ["C", "C", "Br", "C", "Br", "C", "C", "N", "C", "C", "N", "C", "O", "N", "O", "H", "H", "H", "H", "H", "H", "H", "H", "H", "C", "C", "N", "C", "C", "C", "C", "H", "H", "H", "H", "H", "H", "H", "H", "H", "H", "H", "H", "H", "H", "H", "C", "C", "N", "C", "C", "C", "C", "H", "H", "H", "H", "H", "H", "H", "H", "H", "H", "H", "H", "H", "H", "H"],
  "coordinates": [[4.406131, -4.035672, 0.643540], [3.008988, -3.425844, 0.682209], [2.343460, -3.769736, 2.504470], [2.067570, -3.987854, -0.391937], [2.896459, -3.466757, -2.101866], [0.574971, -3.500808, -0.340864], [0.022968, -3.336249, -1.699020], [-0.583816, -3.165344, -2.658556], [0.386482, -2.120349, 0.339282], [1.029957, -1.008431, -0.364178], [1.532146, -0.106998, -0.866633], [-0.398647, -4.547438, 0.323910], [0.231820, -5.717425, 0.803170], [-0.064422, -5.939477, 2.171355], [0.460885, -6.897845, 2.558647], [5.032956, -3.535143, 1.379412], [4.859679, -3.924811, -0.334642], [4.349763, -5.084557, 0.934327], [3.068866, -2.342328, 0.621556], [2.119617, -5.070458, -0.385654], [-0.685186, -1.898498, 0.324521], [0.701875, -2.128016, 1.378382], [-1.108146, -4.870072, -0.436633], [-0.983372, -4.068373, 1.111008], [-5.096318, -0.236289, 1.124743], [-4.092958, -0.391528, -0.008707], [-4.549311, -1.287483, -1.052447], [-3.495655, -1.696321, -1.968172], [-2.833162, -0.614165, -2.826700], [-5.826452, -0.947251, -1.654960], [-5.980309, 0.444639, -2.280642], [-5.397064, -1.210893, 1.511530], [-4.648887, 0.332178, 1.941228], [-5.991890, 0.299280, 0.808377], [-3.171147, -0.813736, 0.405267], [-3.828892, 0.607687, -0.389675], [-3.885750, -2.481585, -2.620244], [-2.718575, -2.181069, -1.369032], [-3.490853, -0.268119, -3.623204], [-1.940000, -1.021687, -3.299711], [-2.526485, 0.248724, -2.233198], [-6.600814, -1.062402, -0.891478], [-6.056126, -1.707610, -2.405011], [-5.621808, 1.233089, -1.617284], [-7.036351, 0.641143, -2.476544], [-5.453808, 0.532602, -3.229326], [4.976549, 4.396368, 2.439921], [4.186397, 3.996034, 1.202418], [2.762143, 3.886479, 1.450487], [2.038809, 3.204267, 0.389404], [2.003305, 3.854893, -0.997175], [2.129284, 5.073154, 1.997570], [2.258242, 6.385675, 1.213945], [4.747296, 3.733783, 3.275566], [6.045731, 4.329115, 2.234446], [4.768282, 5.422028, 2.747156], [4.537450, 3.014530, 0.872914], [4.423326, 4.698142, 0.386982], [1.012928, 3.033600, 0.727779], [2.476313, 2.208236, 0.282520], [1.356210, 4.731372, -1.023688], [1.609021, 3.139328, -1.721133], [2.997232, 4.149173, -1.336210], [2.531241, 5.238108, 3.001216], [1.071139, 4.848233, 2.151914], [3.287301, 6.578869, 0.907720], [1.945660, 7.220073, 1.845345], [1.629977, 6.400220, 0.324811]],
  "atomic_forces_ev_per_a": [[-0.1651, 0.0428, 0.3403], [0.2001, -0.1342, -0.0346], [-0.0822, -0.0294, 0.0401], [0.1648, 0.4167, 0.1139], [-0.1327, -0.0405, 0.0549], [0.2897, -0.1879, -0.1093], [-0.1607, 0.0762, -0.0732], [0.1753, -0.1190, -0.0235], [-0.3994, 0.1922, -0.2948], [0.1778, 0.0380, 0.1247], [-0.0325, -0.0833, -0.0167], [-0.3110, 0.0116, -0.1275], [0.2946, -0.0048, -0.1440], [-0.0583, -0.0244, 0.3351], [-0.0765, 0.1196, -0.1622], [0.0122, 0.0315, -0.0132], [0.0272, -0.0539, -0.0699], [0.0670, -0.0704, -0.2026], [-0.0921, 0.0235, -0.0894], [-0.1582, -0.0519, 0.0127], [0.0066, -0.0491, 0.0670], [0.0723, -0.0770, 0.0183], [0.0031, 0.0079, -0.0109], [0.1975, -0.0583, 0.2149], [0.0126, 0.0233, 0.0271], [-0.0640, 0.0825, 0.0474], [0.0502, -0.1531, -0.0195], [0.0891, 0.0556, -0.0335], [0.0232, -0.0425, -0.0635], [-0.2124, 0.0452, 0.0259], [-0.0469, -0.0294, -0.0625], [-0.0119, -0.0140, -0.0313], [0.0004, 0.0122, -0.0091], [-0.0050, -0.0065, -0.0034], [0.0334, -0.0225, -0.0703], [0.0271, 0.0050, 0.0339], [-0.0787, 0.0198, 0.0162], [-0.0003, 0.0289, 0.0585], [-0.0267, 0.0432, 0.0371], [0.0091, -0.0232, 0.0072], [-0.0204, 0.0035, 0.0132], [0.0450, 0.0187, 0.0367], [0.0943, -0.0161, -0.0226], [0.0084, -0.0089, 0.0163], [-0.0002, -0.0113, 0.0053], [0.0573, 0.0309, 0.0314], [0.0296, 0.0172, -0.0082], [0.0838, 0.0525, 0.0376], [-0.1015, -0.0709, -0.0027], [-0.0050, -0.1549, -0.0843], [-0.1021, -0.0092, -0.0270], [0.0052, 0.1432, 0.1445], [-0.0829, 0.0300, 0.0213], [-0.0343, 0.0027, -0.0002], [0.0002, 0.0086, -0.0089], [-0.0053, -0.0022, 0.0071], [-0.0692, -0.0153, -0.0519], [0.0318, -0.0103, -0.0014], [0.0010, 0.0685, 0.0569], [0.0612, 0.0290, 0.0163], [0.0444, 0.0361, 0.0087], [0.0149, -0.0225, 0.0172], [0.0135, 0.0063, 0.0161], [0.0511, -0.0184, -0.0257], [-0.0056, -0.0600, -0.0753], [0.0118, -0.0179, 0.0054], [-0.0017, -0.0086, 0.0065], [0.0561, -0.0214, -0.0425]],
  "lowdin_charge": [-0.18, -0.74, 0.79, -0.59, 0.83, -0.41, -0.27, 0.23, -0.14, -0.21, 0.20, -0.14, -0.13, -0.05, 0.08, 0.08, 0.04, 0.08, 0.08, 0.10, 0.12, 0.07, 0.13, 0.13, -0.09, -0.28, -0.20, -0.26, -0.08, -0.25, -0.08, 0.08, 0.07, 0.06, 0.10, 0.10, 0.11, 0.08, 0.06, 0.05, 0.07, 0.10, 0.11, 0.07, 0.07, 0.05, -0.09, -0.28, -0.20, -0.26, -0.08, -0.25, -0.08, 0.08, 0.07, 0.06, 0.12, 0.10, 0.11, 0.08, 0.05, 0.07, 0.07, 0.10, 0.11, 0.06, 0.07, 0.05],
  "de_lowest_kj_mol": 119.2,
  "homo_lumo_gap_ev": 7.7,
  "e_homo_ev": -7.9,
  "smiles": "C[C@H](Br)[C@H](Br)[C@](C#N)(CC#N)CON=O.CCN(CC)CC.CCN(CC)CC"
}



{
  "formula": "C20H39CdN4SSbSeSi",
  "method": "ωB97M-V with the def2-TZVPD basis set",
  "elements": ["Cd", "C", "C", "N", "N", "C", "N", "S", "C", "C", "C", "C", "C", "N", "H", "H", "H", "H", "H", "H", "H", "H", "H", "C", "Si", "C", "C", "Se", "H", "H", "H", "H", "H", "H", "H", "H", "H", "C", "C", "C", "Sb", "C", "C", "C", "C", "C", "C", "H", "H", "H", "H", "H", "H", "H", "H", "H", "H", "H", "H", "H", "H", "H", "H", "H", "H", "H", "H", "H"],
  "coordinates": [[-1.082565, 1.735634, 0.597155], [1.757261, 5.053125, -0.839729], [1.173772, 3.881180, -0.109576], [-0.080291, 3.641318, -0.047311], [-0.985835, 4.454843, -0.607078], [-2.194620, 4.383719, -0.084362], [-3.146618, 5.091555, -0.724237], [-2.681562, 3.557255, 1.362905], [2.014513, 2.962790, 0.671953], [3.407441, 3.057868, 0.653377], [4.155757, 2.256341, 1.495050], [3.501029, 1.382018, 2.348394], [2.117882, 1.330031, 2.286283], [1.387810, 2.077737, 1.468692], [0.944626, 5.698820, -1.158626], [2.306726, 4.720499, -1.723524], [2.437023, 5.620741, -0.203376], [-2.936645, 5.483645, -1.625979], [-4.100182, 4.975882, -0.438492], [3.893245, 3.755769, -0.013174], [5.236229, 2.317355, 1.494326], [4.041381, 0.751987, 3.040993], [1.572575, 0.650188, 2.932229], [-3.739650, -2.234723, 0.123707], [-4.190729, -0.452298, -0.334134], [-4.760145, 0.440286, 1.227201], [-5.565200, -0.531956, -1.621052], [-2.442570, 0.677713, -1.289569], [-4.642366, -2.770986, 0.430874], [-3.029179, -2.281363, 0.950341], [-3.308830, -2.763752, -0.728084], [-5.650676, -0.035794, 1.648179], [-4.994641, 1.483429, 1.012392], [-3.979796, 0.434255, 1.991505], [-6.404583, -1.121548, -1.243860], [-5.202024, -0.998187, -2.538716], [-5.928523, 0.464384, -1.876763], [0.162423, -3.264614, 1.671890], [0.529691, -1.785816, 1.684867], [-0.573127, -0.943940, 2.326670], [1.012347, -0.936891, -0.306766], [3.180291, -1.378759, -0.283245], [3.603836, -2.693021, 0.359473], [3.734872, -1.227080, -1.697093], [0.209236, -2.519422, -1.631381], [0.043657, -1.944746, -3.034724], [0.985690, -3.830670, -1.665987], [-0.109454, -3.594144, 2.680280], [1.001700, -3.874810, 1.337520], [-0.689435, -3.461566, 1.017906], [1.449137, -1.658276, 2.264915], [-1.479156, -0.946218, 1.713937], [-0.253132, 0.096104, 2.466605], [-0.844127, -1.333687, 3.312902], [3.567737, -0.556810, 0.325658], [3.269405, -3.551148, -0.224687], [3.216394, -2.790795, 1.375143], [4.697018, -2.741066, 0.418544], [3.362585, -2.015391, -2.353029], [4.827826, -1.289670, -1.693097], [3.454954, -0.264596, -2.132127], [-0.780606, -2.703682, -1.206515], [1.013684, -1.739023, -3.495871], [-0.534154, -1.022108, -3.019906], [-0.486046, -2.659743, -3.672656], [1.955867, -3.704095, -2.147811], [0.427126, -4.570232, -2.248951], [1.143708, -4.243851, -0.670411]],
  "atomic_forces_ev_per_a": [[-0.0106, -0.2025, 0.0250], [-0.0762, -0.0611, 0.1068], [-0.2459, 0.2472, -0.2770], [-0.0868, 0.1002, 0.2193], [0.0040, 0.4548, -0.5965], [0.0830, -0.0839, 0.0604], [-0.0343, 0.1128, 0.0406], [-0.0510, 0.0793, 0.2687], [0.2761, -0.2973, 0.2471], [-0.1598, 0.0180, -0.0592], [-0.0101, -0.1068, 0.0977], [0.0427, 0.0843, -0.0355], [0.0554, -0.0647, 0.0662], [0.0180, -0.0263, -0.0313], [0.0167, 0.0121, -0.0341], [0.0319, 0.0028, 0.0174], [0.0307, -0.0143, -0.0017], [0.0434, -0.0163, -0.0017], [-0.0247, -0.0005, -0.0067], [-0.0248, 0.0236, -0.0005], [0.0007, 0.0117, -0.0177], [-0.0126, -0.0036, -0.0027], [0.0627, 0.0284, -0.0323], [-0.0896, 0.2419, -0.0871], [0.1954, 0.1344, 0.1215], [-0.0799, -0.1554, -0.2336], [0.1630, 0.0580, 0.1652], [-0.1061, -0.5295, 0.0040], [0.0064, -0.0016, 0.0129], [0.0136, 0.0065, -0.0042], [0.0102, 0.0125, -0.0284], [0.0228, -0.0205, 0.0068], [0.0249, -0.0004, -0.0153], [0.0230, -0.0239, 0.0024], [-0.0086, -0.0017, -0.0091], [0.0090, -0.0224, 0.0149], [0.0138, 0.0094, 0.0274], [0.0567, 0.0958, 0.0545], [0.0119, 0.1878, -0.3061], [0.0063, -0.1082, -0.0515], [0.1713, -0.4742, -0.0015], [-0.3504, -0.0053, -0.0483], [0.0226, 0.0832, -0.0256], [-0.0191, 0.0524, 0.0981], [0.2672, 0.2459, 0.2440], [-0.0492, 0.0136, 0.0599], [-0.1148, 0.0277, 0.0753], [-0.0189, -0.0257, -0.0136], [-0.0667, -0.0231, 0.0409], [0.0031, -0.0293, 0.0071], [0.0190, 0.0128, -0.0212], [0.0035, 0.0089, 0.0287], [-0.1189, -0.0446, 0.0189], [-0.0126, 0.0380, 0.0213], [-0.0227, 0.0241, 0.0095], [0.0227, 0.0112, 0.0651], [0.0059, -0.0605, -0.0094], [-0.0055, -0.0409, 0.0097], [0.0148, 0.0094, -0.0488], [-0.0036, -0.0063, -0.0221], [0.0244, -0.0253, -0.0487], [-0.0465, 0.0696, 0.0157], [-0.0098, -0.0148, -0.0067], [-0.0322, 0.0527, -0.0214], [0.0492, 0.0014, -0.0232], [0.0213, -0.0198, 0.0118], [0.0257, -0.0128, -0.0220], [0.0190, -0.0491, -0.1200]],
  "lowdin_charge": [1.01, -0.03, -0.28, -0.12, -0.03, -0.94, 0.07, 0.43, -0.23, -0.01, -0.05, -0.06, -0.17, 0.04, 0.06, 0.09, 0.08, 0.10, 0.08, 0.11, 0.11, 0.11, 0.09, -0.23, 0.08, -0.25, -0.24, 0.09, 0.03, 0.00, 0.02, 0.03, 0.00, 0.01, 0.03, 0.02, 0.02, -0.14, -0.57, -0.21, 1.42, -0.58, -0.14, -0.17, -0.56, -0.18, -0.15, 0.08, 0.05, 0.07, 0.06, 0.02, 0.01, 0.09, 0.05, 0.06, 0.06, 0.08, 0.05, 0.07, 0.06, 0.06, 0.07, 0.01, 0.08, 0.06, 0.08, 0.04],
  "de_lowest_kj_mol": 69.4,
  "homo_lumo_gap_ev": 7.1,
  "e_homo_ev": -7.4
}



Calculated total energy readings, ordered: -52959.626, -172998.930, -122496.104 eV